i | Formula: C2HBrO
Source: OMol25
Level of theory: the ωB97M-V functional and the def2-TZVPD basis

Geometry as XYZ:
```
5
Properties=species:S:1:pos:R:3
O 0.918 -1.694 0.238
C 0.510 -0.613 0.198
C -0.027 0.569 -0.033
Br -2.011 0.393 0.046
H 0.610 1.346 -0.449
```

Output
HOMO = -9.24 eV
Lowest unoccupied orbital energy = -0.377 eV
Gap between HOMO and LUMO = 0.3257 Eh
SMILES string = O=C=CBr

Which charges does Löwdin predict for the atoms? In e, they are:
1. O 0.18
2. C -0.36
3. C -0.50
4. Br 0.61
5. H 0.06



ii | Formula: C2HBrO
Source: OMol25
Level of theory: the ωB97M-V functional and the def2-TZVPD basis

Geometry as XYZ:
```
5
Properties=species:S:1:pos:R:3
C -1.463 -0.156 -1.210
C 0.673 0.498 0.555
O -1.729 -0.167 -0.116
Br 1.675 -0.880 1.297
H 0.844 0.706 -0.526
```

Output
HOMO (spin up / spin down) = -8.98 / -8.97 eV
Lowest unoccupied orbital energy (spin up / spin down) = -0.986 / -0.953 eV
Gap between HOMO and LUMO (spin up / spin down) = 0.2937 / 0.2947 Eh

Which charges does Löwdin predict for the atoms? In e, they are:
1. C 0.00
2. C -0.50
3. O 0.00
4. Br 0.58
5. H -0.08



Which of them is the most stable? Correct choice: i.



i | Formula: C22H33N9OSScSiTe
Source: OMol25
Level of theory: the ωB97M-V functional and the def2-TZVPD basis

Geometry as XYZ:
```
69
Properties=species:S:1:pos:R:3
Sc 0.117 -0.203 -0.283
C 3.861 -0.628 0.969
C 2.892 0.144 1.813
C 3.323 0.803 2.945
C 2.392 1.558 3.661
C 1.081 1.602 3.267
C 0.670 0.852 2.136
N 1.610 0.174 1.421
N -0.584 0.707 1.647
Si -1.936 1.487 2.441
C -2.082 0.911 4.230
C -1.777 3.357 2.378
C -3.594 1.049 1.697
H 4.645 -1.066 1.585
H 4.335 0.037 0.245
H 3.341 -1.420 0.432
H 4.358 0.744 3.249
H 2.707 2.114 4.536
H 0.366 2.191 3.818
H -1.182 1.046 4.828
H -2.344 -0.150 4.263
H -2.891 1.459 4.720
H -0.857 3.733 2.828
H -2.618 3.823 2.898
H -1.792 3.702 1.342
H -3.825 -0.011 1.808
H -3.706 1.295 0.642
H -4.346 1.615 2.257
O -0.137 -1.248 -2.187
N -1.325 -1.254 -2.783
C -1.343 -1.221 -4.131
C -2.524 -1.259 -4.819
C -3.715 -1.332 -4.093
C -3.674 -1.346 -2.721
C -2.453 -1.290 -2.030
S -2.307 -1.224 -0.326
H -0.365 -1.154 -4.583
H -2.511 -1.223 -5.898
H -4.667 -1.363 -4.606
H -4.576 -1.381 -2.129
N 3.393 0.275 -3.352
C 3.107 -0.276 -2.176
N 1.997 0.246 -1.701
C 1.618 1.145 -2.681
N 2.460 1.193 -3.700
C 0.398 1.885 -2.536
C -0.019 2.843 -3.449
N -1.136 3.542 -3.338
C -1.868 3.247 -2.214
C -1.496 2.318 -1.296
N -0.348 1.579 -1.405
H 4.177 0.097 -3.954
H 3.707 -1.043 -1.722
H 0.609 3.036 -4.314
H -2.789 3.799 -2.075
H -2.117 2.113 -0.436
N -0.823 -2.399 2.582
H -0.835 -1.381 2.590
H -0.742 -2.718 3.541
H -1.730 -2.696 2.237
C 2.143 -3.568 1.795
Te 0.820 -3.227 0.157
C 2.278 -3.647 -1.359
H 3.140 -3.773 1.409
H 1.791 -4.418 2.373
H 2.156 -2.678 2.418
H 2.369 -4.719 -1.516
H 3.247 -3.239 -1.077
H 1.926 -3.167 -2.271
```

Output
HOMO (spin up / spin down) = -5.19 / -7.72 eV
Lowest unoccupied orbital energy (spin up / spin down) = 0.213 / 0.210 eV
Gap between HOMO and LUMO (spin up / spin down) = 0.1985 / 0.2915 Eh
2S+1 = 2

These are the Löwdin partial charges, in e, on atoms 1 to 5:
1. Sc 0.70
2. C -0.04
3. C -0.33
4. C -0.05
5. C -0.06



ii | Formula: C22H33N9OSScSiTe
Source: OMol25
Level of theory: the ωB97M-V functional and the def2-TZVPD basis

Geometry as XYZ:
```
69
Properties=species:S:1:pos:R:3
Sc -0.339 -0.160 -0.293
C -1.237 3.701 -0.155
C -0.654 3.055 1.064
C -0.489 3.771 2.229
C 0.017 3.103 3.347
C 0.372 1.783 3.265
C 0.238 1.102 2.027
N -0.309 1.762 0.971
N 0.609 -0.170 1.741
Si 1.234 -1.198 3.017
C 2.824 -0.506 3.757
C -0.058 -1.436 4.358
C 1.741 -2.899 2.430
H -1.170 4.786 -0.087
H -2.288 3.426 -0.258
H -0.706 3.361 -1.045
H -0.760 4.816 2.271
H 0.134 3.632 4.285
H 0.760 1.270 4.130
H 2.773 0.533 4.082
H 3.637 -0.584 3.031
H 3.106 -1.111 4.623
H -0.423 -0.501 4.784
H 0.346 -2.042 5.172
H -0.923 -1.961 3.947
H 2.612 -2.865 1.775
H 0.966 -3.461 1.910
H 2.020 -3.465 3.324
O -0.477 -0.778 -2.346
N 0.196 -1.742 -2.962
C -0.154 -2.029 -4.233
C 0.503 -2.993 -4.943
C 1.549 -3.683 -4.321
C 1.880 -3.383 -3.025
C 1.191 -2.391 -2.305
S 1.510 -1.967 -0.683
H -0.977 -1.439 -4.607
H 0.203 -3.204 -5.958
H 2.091 -4.452 -4.854
H 2.677 -3.901 -2.511
N -3.956 1.268 -2.539
C -2.726 1.596 -2.158
N -2.308 0.742 -1.248
C -3.360 -0.142 -1.120
N -4.391 0.159 -1.893
C -3.222 -1.265 -0.237
C -4.254 -2.149 0.038
N -4.149 -3.184 0.857
C -2.907 -3.317 1.425
C -1.869 -2.476 1.180
N -1.962 -1.401 0.335
H -4.552 1.730 -3.202
H -2.181 2.434 -2.556
H -5.212 -1.985 -0.443
H -2.772 -4.150 2.104
H -0.908 -2.640 1.645
N 3.408 0.815 0.349
H 2.659 0.495 0.960
H 4.107 1.271 0.924
H 3.831 -0.022 -0.039
C 2.257 3.456 -1.156
Te 1.744 1.582 -2.025
C 0.528 2.429 -3.582
H 1.749 4.245 -1.707
H 3.332 3.598 -1.211
H 1.935 3.456 -0.117
H 1.147 2.774 -4.406
H -0.060 3.263 -3.201
H -0.136 1.638 -3.929
```

Output
HOMO (spin up / spin down) = -5.16 / -7.65 eV
Lowest unoccupied orbital energy (spin up / spin down) = 0.160 / 0.157 eV
Gap between HOMO and LUMO (spin up / spin down) = 0.1954 / 0.2869 Eh
2S+1 = 2

These are the Löwdin partial charges, in e, on atoms 1 to 5:
1. Sc 0.71
2. C -0.03
3. C -0.34
4. C -0.05
5. C -0.06



Which of them is the most stable? Correct choice: ii.



i | Formula: C3H6O2Si
Source: OMol25
Level of theory: the ωB97M-V functional and the def2-TZVPD basis

Geometry as XYZ:
```
12
Properties=species:S:1:pos:R:3
C 1.369 0.406 1.330
Si 1.529 -0.072 -0.550
O 1.080 0.408 -1.892
H 1.619 -0.578 1.882
H 2.258 1.053 1.584
H 0.456 0.819 1.735
H 1.759 -1.479 -0.750
C -1.943 -0.404 -1.118
C -2.031 0.306 -0.062
O -2.062 0.968 0.894
H -2.277 -1.390 -0.952
H -1.756 -0.036 -2.100
```

Output
HOMO = -9.43 eV
Lowest unoccupied orbital energy = -0.156 eV
Gap between HOMO and LUMO = 0.3409 Eh
SMILES string = C[SiH]=O.C=C=O

These are the Löwdin partial charges, in e, on atoms 1 to 5:
1. C -0.22
2. Si 0.60
3. O -0.41
4. H 0.05
5. H 0.03



ii | Formula: C3H6O2Si
Source: OMol25
Level of theory: the ωB97M-V functional and the def2-TZVPD basis

Geometry as XYZ:
```
12
Properties=species:S:1:pos:R:3
C 0.020 -0.488 2.621
C -0.346 -0.482 1.407
C 0.205 1.006 -2.081
O 1.967 2.038 0.163
O 2.546 0.695 -0.146
Si 0.943 0.841 -0.274
H -0.279 -1.054 3.521
H 0.978 -0.034 3.021
H -1.129 -1.126 0.842
H -0.598 1.737 -2.190
H 1.068 1.534 -2.758
H -0.129 0.042 -2.641
```

Output
HOMO = -9.54 eV
Lowest unoccupied orbital energy = 0.194 eV
Gap between HOMO and LUMO = 0.3577 Eh

These are the Löwdin partial charges, in e, on atoms 1 to 5:
1. C -0.17
2. C -0.16
3. C -0.20
4. O -0.18
5. O -0.19



Which of them is the most stable? Correct choice: i.